No. 1
{
  "formula": "C4H8N2",
  "method": "the ωB97M-V functional and the def2-TZVPD basis",
  "homo_lumo_gap_ha": 0.3357,
  "max_force_ev_per_a": 0.5,
  "de_lowest_ev": 4.765,
  "e_tot_ev": -7253.1106,
  "homo_ev": -8.1,
  "lumo_energy_ha": 0.0367,
  "elements": ["C", "N", "C", "C", "C", "N", "H", "H", "H", "H", "H", "H", "H", "H"],
  "positions_angstrom": [[0.42233, -1.95822, -0.63449], [-0.88836, -0.79053, -1.15050], [0.52314, -0.50320, -0.86295], [0.67872, 0.43104, 0.31320], [-0.12371, 1.65404, 0.53116], [-0.41868, 0.42360, 1.27111], [-0.97825, -1.69280, -1.64074], [0.12946, -2.06855, 0.42692], [-1.46486, -0.68121, -0.31843], [1.05420, -0.14745, -1.75011], [1.69446, 0.44061, 0.70818], [-0.88409, 1.94602, -0.18893], [0.34123, 2.48003, 1.06685], [-0.08560, 0.46662, 2.22873]],
  "mulliken_charge": [-0.68, -0.53, -0.02, -0.08, -0.37, -0.58, 0.36, 0.21, 0.33, 0.25, 0.37, 0.22, 0.29, 0.24]
}

No. 2
{
  "formula": "CHClO2S",
  "method": "the ωB97M-V functional and the def2-TZVPD basis",
  "homo_lumo_gap_ha": 0.3404,
  "max_force_ev_per_a": 3.9,
  "de_lowest_ev": 0.369,
  "e_tot_ev": -28504.4665,
  "homo_ev": -9.3,
  "lumo_energy_ha": -0.0013,
  "elements": ["C", "O", "O", "S", "Cl", "H"],
  "positions_angstrom": [[1.79681, -1.70507, -2.16585], [1.27611, -2.52548, -1.59421], [-1.74606, 1.11344, 0.72308], [-0.40795, 0.28485, 1.31442], [1.23340, 1.02023, 0.28820], [-2.15231, 1.81203, 1.43436]],
  "mulliken_charge": [0.12, -0.12, -0.46, 0.22, -0.13, 0.37]
}

No. 3
{
  "formula": "C4H9NO2",
  "method": "the ωB97M-V functional and the def2-TZVPD basis",
  "homo_lumo_gap_ha": 0.3986,
  "max_force_ev_per_a": 0.7,
  "de_lowest_ev": 0.620,
  "smiles": "C[C@@H](O)CC(N)=O",
  "e_tot_ev": -9879.4411,
  "homo_ev": -10.0,
  "lumo_energy_ha": 0.0300,
  "elements": ["C", "C", "O", "C", "C", "N", "O", "H", "H", "H", "H", "H", "H", "H", "H", "H"],
  "positions_angstrom": [[-2.19752, -0.04093, -0.31907], [-0.72621, 0.14328, -0.67905], [-0.33237, 1.47186, -0.37700], [0.17280, -0.81234, 0.12050], [1.67804, -0.44442, 0.11660], [2.10593, 0.50578, 1.01997], [2.48016, -0.99437, -0.61434], [-2.35316, 0.05889, 0.76125], [-2.55322, -1.03185, -0.62712], [-2.81292, 0.71045, -0.82322], [-0.61087, -0.04282, -1.76007], [0.63520, 1.45565, -0.45950], [-0.17335, -0.80775, 1.15974], [0.07817, -1.82834, -0.27898], [3.10205, 0.56081, 1.18545], [1.50728, 1.09609, 1.57484]],
  "mulliken_charge": [-1.38, 0.46, -0.57, -0.56, 0.25, -0.37, -0.61, 0.36, 0.35, 0.35, 0.21, 0.40, 0.34, 0.33, 0.22, 0.24]
}